Entry from the Open Molecules 2025 dataset: 3 unconnected molecules or ions with the total composition C3H11NO3S (wB97M-V/def2-TZVPD).

Each line ends with the Mulliken charge.
Atoms and positions in Å:
C  -0.8086  -0.3283  0.7536  -0.267
C  -2.1261  -1.0869  1.0079  -0.862
S  -2.2954  -1.9291  2.6312  -0.791
N  -0.8575  0.4367  -0.5010  -0.390
C  0.1715  0.1547  -1.5288  -0.372
O  1.0450  1.1961  -1.7303  -0.952
H  -0.6895  0.3417  1.6012  0.254
H  0.0004  -1.0561  0.7436  0.298
H  -2.2040  -1.8521  0.2398  0.212
H  -2.9426  -0.3732  0.8865  0.273
H  -0.7200  1.4193  -0.2894  0.246
H  -0.3694  -0.0552  -2.4731  0.263
H  0.6714  -0.7790  -1.2198  0.199
H  3.7852  0.9599  -1.7548  0.326
H  2.4941  0.6286  -2.4240  0.400
O  3.4783  0.5947  -2.5956  -0.759
H  2.6418  2.9366  -0.6027  0.284
H  1.9195  1.6291  -0.5077  0.419
O  2.6471  2.1727  -0.0073  -0.780

Calculated values
Energy above the lowest of the compared OMol25 structures with the same formula, charge and spin ... 0.312 eV
Highest occupied orbital energy ... 0.16 eV
LUMO ... 6.1 eV
Total charge ... -2
Kohn-Sham gap ... 5.89 eV